{
  "formula": "C17H48F6O13",
  "method": "wB97M-V/def2-TZVPD",
  "elements": ["C", "O", "O", "C", "F", "F", "F", "C", "C", "H", "H", "H", "H", "H", "H", "C", "O", "O", "C", "F", "F", "F", "C", "C", "H", "H", "H", "H", "H", "H", "C", "O", "H", "H", "H", "H", "C", "O", "H", "H", "H", "H", "C", "O", "H", "H", "H", "H", "C", "O", "H", "H", "H", "H", "C", "O", "H", "H", "H", "H", "C", "O", "H", "H", "H", "H", "C", "O", "H", "H", "H", "H", "C", "O", "H", "H", "H", "H", "C", "O", "H", "H", "H", "H"],
  "xyz": [[1.56273, 1.47649, -3.20929], [0.94381, 0.51513, -4.12575], [2.97020, 1.17679, -3.30932], [1.11229, 3.01824, -3.27373], [1.12453, 3.39425, -4.49432], [-0.17848, 3.12889, -2.86536], [1.88975, 3.82117, -2.57035], [-0.47801, 0.32367, -3.95820], [-0.83703, -1.10459, -4.36536], [-0.56553, -1.24069, -5.41225], [-0.23488, -1.87574, -3.88479], [-1.87888, -1.37086, -4.18704], [-1.10874, 0.88817, -4.64525], [-0.98462, 0.59235, -3.03113], [1.24468, 1.25858, -2.18947], [0.81326, -1.31041, -0.04979], [0.86159, 0.11354, 0.20462], [2.18654, -1.51124, -0.29659], [0.11060, -2.22572, 1.04090], [0.24747, -3.51607, 0.74690], [0.54252, -2.21596, 2.30559], [-1.18516, -2.01424, 1.11698], [-0.33682, 0.81291, 0.68884], [-0.18732, 2.38166, 0.78870], [0.67305, 2.66186, 1.39650], [0.06799, 2.80178, -0.18417], [-1.13629, 2.76207, 1.16665], [-0.50504, 0.49489, 1.71783], [-1.19151, 0.60241, 0.04585], [0.27927, -1.40774, -0.99530], [-2.70600, -2.49329, 3.94075], [-3.35640, -2.84152, 5.16353], [-3.32105, -2.81465, 3.10023], [-2.46665, -1.43026, 3.91351], [-1.82422, -3.13135, 3.88164], [-2.64101, -2.67971, 5.78297], [2.09236, -5.07576, 2.54430], [2.82676, -5.65968, 3.62477], [1.04718, -5.01000, 2.84648], [2.37914, -4.05786, 2.28027], [2.20856, -5.72503, 1.67649], [3.72154, -5.32106, 3.70376], [2.39398, -2.99621, -3.74635], [2.97896, -1.75897, -3.78366], [1.83242, -3.21922, -4.65384], [3.14714, -3.76997, -3.59758], [1.63401, -2.96273, -2.96550], [2.30452, -1.08342, -3.88742], [-1.46715, 5.36996, -0.57096], [-1.85692, 6.05781, 0.59445], [-1.91923, 5.92991, -1.38957], [-0.39129, 5.50999, -0.67649], [-1.68158, 4.30198, -0.60875], [-1.32203, 5.73710, 1.32432], [-3.96756, 3.68913, 1.87620], [-4.00500, 4.23648, 0.58404], [-3.93190, 4.48492, 2.62028], [-4.90625, 3.16300, 2.05036], [-3.23905, 2.92357, 2.14354], [-3.58174, 5.09780, 0.61396], [-0.43687, 1.61359, 4.46319], [-1.46681, 1.91206, 5.41427], [0.52965, 1.29452, 4.85305], [-0.88197, 0.93474, 3.73575], [-0.28258, 2.49621, 3.84235], [-2.29264, 1.52909, 5.10956], [-4.31298, -0.91042, -1.27260], [-5.56048, -0.30890, -1.47756], [-3.76374, -0.45045, -0.45107], [-4.55971, -1.94933, -1.05377], [-3.62769, -0.90012, -2.12024], [-5.47482, 0.59020, -1.15215], [3.43450, 2.65561, 0.04005], [3.54842, 1.28472, 0.09979], [2.44621, 2.97024, -0.29540], [3.61158, 3.01250, 1.05487], [4.16327, 3.12896, -0.61795], [2.68516, 0.95746, 0.36366], [4.22036, -4.41539, -0.26614], [4.83124, -3.89657, -1.36256], [4.66863, -4.08683, 0.67165], [3.15112, -4.20368, -0.27477], [4.27902, -5.49726, -0.14525], [5.28763, -4.66345, -1.71641]],
  "atomic_forces_ev_per_a": [[5.375, -1.331, 1.431], [-2.500, 1.256, 0.622], [-4.320, 2.333, -0.255], [0.849, -4.438, -0.213], [-0.019, 1.979, -3.418], [-0.569, 0.668, 0.844], [-0.098, 0.574, 0.752], [-0.417, -0.782, -0.968], [0.914, -0.543, 0.077], [-0.355, 0.094, -0.253], [0.079, 0.170, 0.513], [-0.158, 0.243, -0.155], [0.452, 0.850, -0.575], [1.023, -0.102, 0.854], [-0.521, -0.710, 0.454], [5.676, 0.269, -1.257], [-2.507, 2.139, 1.718], [-3.814, -1.494, 1.433], [1.848, 0.298, -0.638], [0.032, -1.190, -1.342], [0.717, 1.303, 1.117], [-2.338, 0.596, -0.032], [1.353, 0.457, -0.041], [0.830, -1.621, -0.845], [-0.195, -0.100, 0.478], [-0.417, -0.014, -0.187], [0.105, 0.246, 0.047], [-0.454, -0.366, 0.012], [-0.187, -0.212, 0.015], [-1.036, -0.459, -0.108], [0.025, -1.008, -0.215], [0.056, 0.366, 0.110], [-0.202, 0.419, 0.092], [0.073, -0.052, -0.288], [0.426, 0.467, -0.325], [-0.332, -0.173, 0.583], [0.161, 0.011, -0.001], [-0.080, -0.093, 0.547], [0.048, -0.245, -0.037], [0.301, -0.066, 0.072], [-0.237, 0.153, -0.196], [-0.154, 0.246, -0.394], [-0.983, 0.073, 0.214], [1.259, 0.253, -0.665], [-0.067, -0.311, -0.659], [-0.069, 0.024, 0.272], [0.033, -0.775, 0.598], [0.107, 0.795, 0.254], [1.156, 0.532, -0.962], [-0.731, 0.093, 0.977], [-0.171, -0.410, -0.129], [0.158, -0.287, -0.277], [-0.325, 0.209, 0.122], [0.033, -0.053, 0.093], [-1.163, 0.084, 0.773], [-0.038, -0.622, -0.162], [0.182, -0.004, 0.212], [-0.321, 0.069, -0.061], [0.774, 0.208, -0.656], [0.428, 0.139, -0.003], [-1.246, 0.568, -1.342], [0.462, 0.014, 0.713], [-0.445, -0.230, 0.404], [0.663, -0.627, 0.134], [0.366, 0.303, 0.172], [0.191, -0.037, -0.036], [0.532, -0.940, 0.327], [-0.449, 0.926, -0.179], [-0.053, -0.188, 0.240], [0.503, -0.105, 0.204], [-0.225, 0.188, -0.379], [-0.249, 0.137, -0.207], [-0.079, 0.482, 0.407], [0.517, -0.470, -0.159], [-0.076, 0.186, -0.069], [-0.053, 0.881, 0.359], [0.112, -0.315, -0.185], [-0.204, -0.979, -0.347], [-1.683, -0.734, 2.350], [1.283, -0.302, -1.576], [-0.095, 0.653, 0.180], [0.007, 0.516, 0.191], [0.200, -0.564, -0.556], [0.321, 0.483, -0.614]],
  "lowdin_charge": [-0.390, -0.100, -0.254, -0.646, 0.173, 0.085, 0.144, -0.279, -0.089, 0.070, 0.049, 0.055, 0.095, 0.098, 0.113, -0.417, -0.140, -0.200, -0.600, 0.118, 0.114, 0.121, -0.207, -0.065, 0.066, 0.045, 0.044, 0.072, 0.101, 0.128, -0.156, -0.139, 0.080, 0.070, 0.076, 0.063, -0.159, -0.141, 0.069, 0.075, 0.072, 0.063, -0.229, -0.095, 0.053, 0.064, 0.063, 0.038, -0.161, -0.135, 0.090, 0.087, 0.063, 0.085, -0.179, -0.119, 0.080, 0.069, 0.059, 0.032, -0.137, -0.137, 0.087, 0.055, 0.063, 0.059, -0.169, -0.121, 0.073, 0.079, 0.067, 0.069, -0.217, -0.094, 0.047, 0.056, 0.077, 0.035, -0.239, -0.071, 0.073, 0.068, 0.064, 0.072],
  "gap_ev": 4.24,
  "charge": -2
}